1.
108
Properties=species:S:1:pos:R:3 method="wB97M-V/def2-TZVPD" homo_energy_ev=-6.8 charge=0 e_lumo_ev=-1.69
C 1.121 2.737 -2.875
C 1.083 1.952 -1.661
C -0.148 0.952 -1.337
B -1.156 1.267 -2.554
O -2.371 2.101 -2.453
O -1.100 0.803 -3.930
C -0.735 1.122 0.134
C -1.194 2.670 0.289
O -0.867 3.240 1.554
C -0.340 4.563 1.538
C 1.157 4.479 2.154
C 1.103 4.375 3.773
N -1.859 0.147 0.483
C -2.450 0.527 1.802
C -3.820 1.394 1.759
F -4.791 0.914 0.839
C -1.664 -1.301 0.133
C -1.855 -2.354 1.343
C -0.964 -2.288 2.643
C 0.135 -1.152 2.802
C 1.420 -1.638 3.657
C 1.035 -2.251 5.085
C 1.294 -1.271 6.323
C 0.015 -0.286 6.534
C 0.448 1.184 6.026
P -3.455 -1.623 -0.622
N -3.757 -3.378 -0.751
O -3.580 -0.952 -2.205
C -0.440 -1.699 -0.854
C -0.925 -2.333 -2.276
B 0.377 -3.053 -0.336
N 1.399 -3.133 0.741
O -0.019 -4.411 -0.759
C 0.568 -0.498 -1.255
I 1.595 -0.791 -3.227
C 1.957 -0.454 -0.409
O 2.978 -1.165 -0.738
O 2.240 0.347 0.655
H 1.099 3.875 -2.879
H 1.207 2.247 -3.908
H 1.915 2.198 -0.935
H -3.095 1.587 -2.044
H -1.999 0.472 -4.150
H -0.002 1.004 0.988
H -2.310 2.753 -0.004
H -0.721 3.351 -0.502
H -0.398 5.154 0.577
H -0.929 5.174 2.318
H 1.658 3.516 1.803
H 1.750 5.415 1.918
H 0.034 4.328 4.167
H 1.591 5.286 4.260
H 1.646 3.466 4.178
H -2.579 0.555 -0.167
H -2.770 -0.273 2.527
H -1.640 1.059 2.425
H -4.330 1.320 2.789
H -3.612 2.521 1.674
H -2.933 -2.225 1.756
H -1.940 -3.444 1.013
H -1.602 -2.265 3.603
H -0.398 -3.288 2.726
H -0.244 -0.221 3.364
H 0.484 -0.896 1.757
H 2.038 -0.690 3.849
H 2.076 -2.363 3.086
H -0.037 -2.622 5.170
H 1.701 -3.171 5.262
H 1.300 -1.935 7.260
H 2.273 -0.693 6.262
H -0.911 -0.691 5.992
H -0.274 -0.263 7.646
H 1.351 1.042 5.345
H -0.418 1.639 5.448
H 0.756 1.777 6.943
H -4.520 -3.653 -0.124
H -3.935 -3.641 -1.727
H -4.554 -0.845 -2.328
H -1.298 -1.588 -3.028
H -1.738 -3.130 -2.150
H -0.110 -2.968 -2.777
H 2.312 -3.359 0.305
H 1.232 -3.898 1.406
H 0.643 -4.722 -1.410
C 4.281 4.962 -3.248
C 4.852 5.336 -4.393
C 4.773 6.734 -4.869
O 5.292 7.075 -5.915
C 4.039 7.701 -4.025
C 3.468 7.327 -2.880
C 3.546 5.929 -2.404
O 3.027 5.589 -1.358
H 4.328 3.943 -2.885
H 5.393 4.641 -5.023
H 3.992 8.720 -4.388
H 2.926 8.023 -2.251
C -0.599 -8.175 -4.530
C 0.340 -7.287 -4.201
C 0.167 -5.847 -4.485
O 1.023 -5.036 -4.187
C -1.087 -5.428 -5.148
C -2.026 -6.316 -5.478
C -1.853 -7.757 -5.193
O -2.709 -8.566 -5.492
H -0.489 -9.233 -4.330
H 1.264 -7.576 -3.715
H -1.197 -4.369 -5.348
H -2.949 -6.026 -5.964

=====

2.
97
Properties=species:S:1:pos:R:3 method="wB97M-V/def2-TZVPD" de_lowest_kcal_mol=101.5 homo_energy_ev="-11.3 / -11.3" charge=+2 e_lumo_ev="-10.18 / -8.36"
N -7.891 -7.903 -0.790
C -7.590 -7.387 0.413
C -6.548 -6.479 0.634
C -5.742 -6.054 -0.448
C -6.065 -6.601 -1.713
C -7.127 -7.502 -1.823
C -4.655 -5.104 -0.215
Be 0.105 0.391 -0.052
P -0.614 6.445 -1.906
C -4.480 -3.912 -0.848
C -3.406 -2.946 -0.633
C -3.255 -1.869 -1.540
C -2.246 -0.912 -1.379
C -1.336 -0.982 -0.300
C -1.486 -2.060 0.606
C -2.491 -3.018 0.446
Br 1.934 2.131 0.267
H -3.932 -5.412 0.550
H -5.212 -3.615 -1.611
H -6.357 -6.096 1.643
H -5.494 -6.330 -2.607
H -8.216 -7.717 1.253
H -7.380 -7.929 -2.804
H -3.950 -1.789 -2.385
H -2.568 -3.836 1.171
H -2.168 -0.095 -2.106
H -0.800 -2.152 1.457
P 0.999 -0.115 -2.145
C -1.775 5.811 -0.571
C -2.953 6.753 -0.294
H -1.202 5.612 0.357
H -2.151 4.834 -0.929
H -3.348 6.604 0.727
H -2.655 7.814 -0.380
H -3.777 6.580 -1.009
C -1.268 5.393 -3.319
C -0.996 5.970 -4.714
H -2.360 5.317 -3.152
H -0.858 4.367 -3.234
H -1.695 5.547 -5.458
H -1.115 7.068 -4.722
H 0.028 5.740 -5.056
C 0.930 5.479 -1.428
C 2.011 6.327 -0.742
H 1.333 4.963 -2.322
H 0.591 4.688 -0.733
H 3.008 5.863 -0.856
H 2.066 7.344 -1.166
H 1.803 6.430 0.338
C 2.838 0.159 -2.166
C 3.747 -0.938 -2.734
H 3.084 0.336 -1.104
H 2.985 1.121 -2.694
H 3.740 -1.830 -2.086
H 3.462 -1.247 -3.753
H 4.789 -0.571 -2.774
C 0.301 0.824 -3.591
C -0.584 0.082 -4.601
H 1.184 1.248 -4.101
H -0.223 1.694 -3.154
H 0.021 -0.389 -5.394
H -1.199 -0.702 -4.132
H -1.268 0.797 -5.091
C 0.674 -1.920 -2.454
C 1.042 -2.951 -1.381
H 1.224 -2.135 -3.388
H -0.396 -1.960 -2.728
H 0.321 -3.786 -1.358
H 2.049 -3.373 -1.529
H 1.023 -2.473 -0.385
C 6.552 -1.980 4.611
C 6.087 -0.531 4.728
N 4.620 -0.415 4.707
C 3.999 0.066 5.946
C 3.458 1.496 5.809
C 3.945 -0.689 3.513
O 4.624 -0.991 2.540
C 2.454 -0.557 3.232
C 1.438 -0.461 4.209
C 0.127 -0.185 3.853
C -0.190 0.017 2.523
N 0.748 -0.133 1.549
C 2.041 -0.444 1.870
H 6.146 -2.572 5.458
H 7.662 -2.008 4.655
H 6.233 -2.442 3.657
H 6.521 -0.139 5.674
H 6.524 0.091 3.915
H 3.281 -0.671 6.339
H 4.741 0.129 6.771
H 2.683 1.600 5.030
H 3.024 1.820 6.779
H 4.291 2.184 5.553
H 1.598 -0.559 5.255
H -0.637 -0.077 4.614
H -1.197 0.300 2.257
H 2.769 -0.489 1.074

=====

3.
110
Properties=species:S:1:pos:R:3 method="wB97M-V/def2-TZVPD" homo_energy_ev=-10.0 charge=0 e_lumo_ev=0.03 smiles="C#CCCC[C@]1(CCC)C[C@H](CCCS(=O)(=O)O)C(=O)O1.C[C@@H]1COC(=O)O1.C[C@@H]1COC(=O)O1.C[C@@H]1COC(=O)O1.C[C@@H]1COC(=O)O1.C[C@@H]1COC(=O)O1"
C 8.177 3.080 -2.616
C 7.410 2.021 -2.593
C 6.581 0.620 -2.603
C 4.995 0.878 -2.743
C 4.055 -0.295 -2.161
C 4.271 -1.745 -2.832
C 5.598 -2.604 -2.483
C 5.708 -3.067 -0.941
C 6.562 -2.078 0.007
C 3.898 -1.543 -4.420
C 2.357 -2.092 -4.580
C 1.159 -1.029 -4.416
C 0.413 -1.053 -2.986
C -0.014 0.501 -2.670
S -1.012 0.545 -1.076
O -1.901 -0.669 -0.898
O -0.056 0.698 0.092
O -2.021 1.900 -1.060
C 2.488 -3.326 -3.558
O 2.111 -4.530 -3.692
O 3.207 -2.712 -2.454
H 9.000 3.882 -2.506
H 6.901 0.066 -1.652
H 6.923 0.060 -3.561
H 4.785 1.166 -3.834
H 4.756 1.829 -2.111
H 4.080 -0.352 -0.996
H 2.958 0.016 -2.411
H 5.506 -3.586 -3.108
H 6.582 -2.111 -2.849
H 4.706 -3.273 -0.423
H 6.287 -4.081 -0.950
H 6.869 -2.598 0.993
H 5.987 -1.119 0.328
H 7.548 -1.698 -0.478
H 4.612 -2.095 -5.136
H 3.781 -0.469 -4.812
H 2.326 -2.486 -5.666
H 1.571 0.044 -4.620
H 0.334 -1.195 -5.222
H -0.573 -1.658 -2.981
H 1.065 -1.376 -2.099
H 0.978 1.047 -2.429
H -0.586 0.981 -3.551
H -1.837 2.364 -1.934
C -3.273 7.031 -2.609
C -2.072 6.288 -3.153
C -2.067 6.151 -4.646
O -1.284 4.977 -4.835
C -1.442 4.224 -3.712
O -1.072 3.082 -3.598
O -2.078 4.927 -2.733
H -3.315 6.942 -1.520
H -3.231 8.089 -2.874
H -4.208 6.611 -2.994
H -1.148 6.748 -2.785
H -1.609 7.007 -5.145
H -3.059 5.975 -5.074
C -3.907 1.723 1.710
C -3.396 2.604 2.828
C -3.523 1.990 4.190
O -3.592 3.137 5.031
C -4.127 4.138 4.274
O -4.498 5.195 4.708
O -4.190 3.779 2.959
H -3.956 2.285 0.773
H -3.256 0.857 1.565
H -4.921 1.368 1.916
H -2.366 2.918 2.620
H -2.664 1.368 4.452
H -4.441 1.408 4.324
C -0.440 3.389 6.667
C -0.220 1.969 7.138
C 0.514 1.866 8.442
O 1.116 0.582 8.347
C 1.297 0.337 7.016
O 1.943 -0.573 6.574
O 0.648 1.266 6.255
H -0.813 3.397 5.639
H -1.160 3.906 7.306
H 0.495 3.957 6.666
H -1.175 1.430 7.168
H -0.153 1.919 9.305
H 1.308 2.611 8.557
C 0.652 -5.350 -0.974
C -0.653 -5.711 -1.646
C -1.787 -4.788 -1.310
O -2.921 -5.624 -1.502
C -2.503 -6.903 -1.274
O -3.234 -7.850 -1.169
O -1.143 -6.964 -1.175
H 1.386 -6.149 -1.109
H 1.060 -4.424 -1.386
H 0.521 -5.223 0.106
H -0.508 -5.795 -2.729
H -1.830 -3.918 -1.968
H -1.782 -4.450 -0.269
C -5.556 -3.124 1.476
C -5.048 -2.245 2.599
C -5.178 -2.861 3.960
O -5.250 -1.716 4.801
C -5.784 -0.714 4.045
O -6.156 0.343 4.480
O -5.844 -1.071 2.730
H -5.602 -2.558 0.541
H -4.905 -3.989 1.332
H -6.570 -3.480 1.679
H -4.018 -1.931 2.394
H -4.321 -3.483 4.224
H -6.097 -3.443 4.092

=====

4.
104
Properties=species:S:1:pos:R:3 method="wB97M-V/def2-TZVPD" homo_energy_ev=-10.5 charge=+1 e_lumo_ev=-3.74
C 2.871 -4.801 1.125
C 2.897 -3.654 0.006
O 2.430 -4.070 -1.302
C 1.647 -3.051 -1.957
C 2.519 -1.886 -2.657
C 2.722 -0.623 -1.683
C 1.579 0.532 -1.879
C 1.059 1.130 -0.517
C 1.486 2.521 0.081
C 0.266 2.908 1.110
O -0.649 3.905 0.662
C -0.709 4.170 -0.748
C -1.790 3.201 -1.504
C -3.055 2.823 -0.588
C -3.064 1.228 -0.210
C -4.519 0.558 -0.465
N -4.773 -0.450 0.642
C -5.599 0.168 1.731
C -5.426 -1.645 0.080
C -4.722 -2.698 -0.904
O -6.630 -1.869 0.409
C -1.441 5.644 -0.840
C -2.070 6.110 0.571
O -1.447 6.589 1.531
Cl -3.911 6.000 0.800
C 0.697 4.294 -1.518
S 0.626 3.688 -3.309
N 1.903 3.688 -0.742
C 2.611 4.748 0.105
C 1.783 5.880 0.816
O 1.239 6.886 0.275
I 1.582 5.951 3.020
O 2.791 3.460 -1.759
C 3.963 2.732 -1.539
O 4.417 2.178 -2.591
C 4.885 2.458 -0.284
C 5.902 3.605 0.101
C 6.845 3.426 1.337
C 6.881 2.139 2.214
C 5.875 1.002 1.837
C 4.899 1.206 0.618
H 1.848 -4.763 1.647
H 3.651 -4.490 1.924
H 3.162 -5.839 0.753
H 2.180 -2.820 0.377
H 3.957 -3.213 -0.123
H 0.845 -2.565 -1.299
H 1.085 -3.583 -2.818
H 3.574 -2.332 -2.829
H 2.139 -1.606 -3.712
H 2.758 -0.987 -0.601
H 3.781 -0.211 -1.912
H 1.988 1.227 -2.677
H 0.702 -0.040 -2.381
H 1.319 0.337 0.293
H -0.099 1.070 -0.541
H 2.367 2.305 0.806
H -0.356 1.970 1.391
H 0.750 3.208 2.121
H -2.212 3.699 -2.460
H -1.341 2.220 -1.870
H -3.117 3.367 0.410
H -4.007 2.972 -1.224
H -2.889 1.144 0.932
H -2.246 0.638 -0.746
H -4.487 0.073 -1.498
H -5.326 1.363 -0.345
H -5.828 -0.578 2.576
H -5.014 1.027 2.215
H -6.563 0.636 1.307
H -4.013 -2.159 -1.636
H -4.148 -3.524 -0.360
H -5.556 -3.200 -1.505
H -0.761 6.451 -1.271
H -2.354 5.615 -1.552
H 1.029 5.385 -1.730
H 0.147 2.398 -3.362
H 3.385 5.283 -0.574
H 3.265 4.273 0.936
H 5.908 4.557 -0.524
H 7.549 4.282 1.618
H 7.558 1.975 3.114
H 5.838 0.027 2.434
H 4.172 0.354 0.424
C -10.434 -2.778 4.508
C -9.273 -2.059 3.872
O -8.793 -1.061 4.378
C -8.728 -2.623 2.587
H -10.720 -2.260 5.426
H -11.287 -2.781 3.827
H -10.146 -3.801 4.758
H -9.506 -2.619 1.820
H -8.364 -3.639 2.751
H -7.897 -2.005 2.245
C 6.436 -7.438 -1.881
C 5.476 -7.883 -0.810
O 5.638 -7.569 0.356
C 4.307 -8.731 -1.236
H 7.227 -6.835 -1.430
H 6.889 -8.309 -2.359
H 5.911 -6.830 -2.621
H 4.665 -9.659 -1.685
H 3.688 -8.180 -1.947
H 3.700 -8.977 -0.361